(1)
{
  "formula": "C13H23MnN3O5",
  "method": "ωB97M-V with the def2-TZVPD basis set",
  "species": ["Mn", "C", "C", "C", "O", "C", "O", "O", "H", "H", "H", "H", "H", "H", "H", "C", "N", "C", "C", "C", "N", "C", "O", "N", "H", "H", "H", "H", "H", "H", "H", "C", "C", "C", "C", "O", "H", "H", "H", "H", "H", "H", "H", "H", "H"],
  "coordinates": [[-0.16, 0.00, -0.15], [3.36, -0.38, 1.19], [2.15, -1.28, 1.08], [2.47, -2.75, 1.21], [1.50, -1.02, -0.25], [1.10, -0.83, 2.11], [1.15, -1.09, 3.26], [0.10, -0.05, 1.59], [4.08, -0.65, 0.41], [3.83, -0.53, 2.16], [3.09, 0.67, 1.10], [3.25, -3.03, 0.50], [1.59, -3.38, 1.07], [2.84, -2.93, 2.21], [1.50, -1.83, -0.78], [-2.55, 3.92, 0.20], [-1.15, 3.62, -0.15], [-0.24, 4.61, -0.43], [1.04, 4.32, -0.76], [1.44, 2.96, -0.83], [0.53, 2.00, -0.55], [-0.73, 2.35, -0.23], [-1.50, 1.35, -0.01], [2.66, 2.61, -1.18], [-2.60, 4.93, 0.58], [-2.88, 3.22, 0.97], [-3.18, 3.82, -0.68], [-0.61, 5.62, -0.36], [1.74, 5.12, -0.98], [3.35, 3.30, -1.41], [2.92, 1.64, -1.27], [-3.39, -1.91, -1.06], [-1.97, -2.33, -0.73], [-1.80, -2.72, 0.73], [-1.41, -3.36, -1.69], [-1.14, -1.11, -0.94], [-4.05, -2.78, -0.97], [-3.45, -1.56, -2.09], [-3.74, -1.14, -0.38], [-2.44, -3.58, 0.94], [-2.11, -1.91, 1.39], [-0.77, -3.02, 0.95], [-1.99, -4.28, -1.61], [-0.37, -3.61, -1.46], [-1.48, -3.01, -2.72]],
  "multiplicity": 4,
  "energy_ha": -2200.10621,
  "total_charge": 2,
  "homo_lumo_gap_ev": [7.2, 8.6]
}

=====

(2)
{
  "formula": "CH2ClFP2",
  "method": "ωB97M-V with the def2-TZVPD basis set",
  "species": ["F", "P", "P", "C", "Cl", "H", "H"],
  "coordinates": [[2.23, -0.51, 0.66], [1.27, -0.57, -0.66], [0.17, 1.30, -0.30], [-0.62, -0.18, 0.45], [-2.11, -0.84, -0.13], [-0.52, 1.19, -1.51], [-0.43, -0.39, 1.49]],
  "energy_ha": -1282.03934,
  "homo_lumo_gap_ev": 9.1
}

=====

(3)
{
  "formula": "C5H11N2Si",
  "method": "ωB97M-V with the def2-TZVPD basis set",
  "species": ["C", "C", "C", "C", "C", "N", "N", "Si", "H", "H", "H", "H", "H", "H", "H", "H", "H", "H", "H"],
  "coordinates": [[0.11, 2.32, -0.74], [1.24, 2.02, -0.11], [-0.90, 1.17, -0.54], [0.00, 0.09, 0.00], [-0.71, -0.91, 1.61], [2.14, 0.19, 1.02], [1.18, 0.80, 0.46], [0.44, -1.39, -1.17], [0.03, 3.22, -1.21], [2.12, 2.73, 0.05], [-1.57, 1.67, 0.18], [-1.40, 0.80, -1.35], [-0.81, -0.28, 2.55], [-0.03, -1.77, 1.75], [-1.75, -1.26, 1.30], [2.09, -0.83, 1.19], [1.46, -2.19, -0.43], [1.21, -1.30, -2.33], [-0.72, -2.12, -1.62]],
  "energy_ha": -595.68511,
  "total_charge": 1,
  "homo_lumo_gap_ev": 8.8
}

=====

(4)
{
  "formula": "CH2F3PS",
  "method": "ωB97M-V with the def2-TZVPD basis set",
  "species": ["F", "C", "F", "F", "S", "P", "H", "H"],
  "coordinates": [[-2.25, 0.57, 0.69], [-1.33, 0.03, -0.08], [-1.80, -0.11, -1.29], [-1.06, -1.14, 0.41], [0.17, 1.15, -0.33], [1.64, -0.30, 0.68], [2.76, 0.67, 0.50], [1.87, -0.88, -0.59]],
  "energy_ha": -1078.42361,
  "homo_lumo_gap_ev": 9.6
}

=====

(5)
{
  "formula": "H39O19",
  "method": "ωB97M-V with the def2-TZVPD basis set",
  "species": ["O", "H", "H", "O", "H", "H", "O", "H", "H", "O", "H", "H", "O", "H", "H", "O", "H", "H", "O", "H", "H", "O", "H", "O", "H", "H", "O", "H", "H", "O", "H", "H", "O", "H", "H", "O", "H", "H", "O", "H", "H", "O", "H", "H", "O", "H", "H", "O", "H", "H", "O", "H", "H", "O", "H", "H", "H", "H"],
  "coordinates": [[0.38, 2.91, -1.10], [3.11, -3.08, 2.00], [0.08, 3.82, -0.96], [-3.23, 1.47, 1.48], [-3.47, 0.72, 0.94], [-3.93, 1.78, 2.05], [0.80, -1.26, 1.30], [0.48, -1.52, 2.17], [0.53, -0.33, 1.24], [-2.68, -1.81, 1.49], [-3.49, -1.86, 0.98], [2.41, 0.18, 3.24], [-0.06, 2.87, 3.03], [-0.33, 3.55, 2.39], [-0.74, 2.31, 2.60], [-2.86, 3.07, -2.27], [-2.11, 3.57, -1.95], [-3.32, 2.62, -1.57], [0.73, -3.71, 0.25], [1.82, -2.67, 2.77], [1.27, -3.73, -0.61], [2.22, -3.37, 2.25], [1.43, -3.38, 1.00], [-1.48, -2.67, -2.53], [-1.22, -2.32, -3.39], [-2.08, -3.36, -2.80], [-3.25, -0.83, -1.16], [-2.39, -1.21, -0.94], [1.42, 0.08, -2.01], [2.24, -3.23, -1.75], [0.30, -2.84, 0.12], [2.97, -2.77, -1.33], [3.06, -0.48, 3.01], [3.61, -0.03, 2.36], [1.78, -2.55, -2.24], [-0.64, -0.11, 3.69], [-3.34, -0.77, -2.11], [1.28, 2.94, -1.44], [-1.24, 3.61, -0.12], [-0.55, 4.23, -0.36], [-2.36, -2.65, 1.80], [-0.06, 1.16, 0.90], [0.74, 1.58, 0.59], [-0.79, 1.62, 0.48], [-0.91, 1.68, -4.08], [1.24, 1.14, -3.84], [-1.32, 1.56, -3.21], [1.54, 1.91, -3.35], [-0.34, 2.40, -3.78], [0.86, 2.21, -2.73], [1.86, -0.38, -1.27], [1.60, 0.34, -0.68], [-1.08, 0.46, 3.05], [3.78, -1.30, 0.35], [3.49, -0.84, -0.45], [2.92, -1.65, 0.61], [-0.33, 0.46, 4.37], [-1.60, 3.75, 0.76]],
  "energy_ha": -1452.55630,
  "total_charge": 1,
  "homo_lumo_gap_ev": 10.5
}

=====

(6)
{
  "formula": "C10H20O20S5",
  "method": "ωB97M-V with the def2-TZVPD basis set",
  "species": ["O", "S", "O", "O", "C", "C", "O", "H", "H", "H", "H", "O", "S", "O", "O", "C", "C", "O", "H", "H", "H", "H", "O", "S", "O", "O", "C", "C", "O", "H", "H", "H", "H", "O", "S", "O", "O", "C", "C", "O", "H", "H", "H", "H", "O", "S", "O", "O", "C", "C", "O", "H", "H", "H", "H"],
  "coordinates": [[1.19, -1.44, 0.57], [0.08, -0.74, -0.09], [0.27, -0.38, -1.50], [-1.42, -1.42, 0.10], [-2.35, -0.38, 0.04], [-1.68, 0.80, 0.66], [-0.32, 0.60, 0.74], [-2.70, -0.08, -0.95], [-3.21, -0.72, 0.61], [-2.11, 0.86, 1.67], [-1.82, 1.73, 0.11], [3.53, 0.06, 1.60], [3.47, 0.12, 3.08], [3.94, 1.37, 3.66], [1.97, -0.15, 3.59], [1.72, -1.53, 3.78], [3.00, -2.34, 3.55], [3.96, -1.31, 3.79], [1.18, -1.78, 4.69], [1.01, -1.90, 3.03], [3.11, -2.79, 2.57], [3.12, -3.15, 4.28], [6.23, -3.07, -4.21], [5.60, -1.80, -3.78], [6.10, -0.54, -4.44], [3.90, -1.88, -3.84], [3.28, -0.92, -2.98], [4.29, -0.75, -1.82], [5.41, -1.58, -2.10], [3.14, 0.02, -3.52], [2.33, -1.31, -2.60], [3.86, -0.97, -0.84], [4.72, 0.24, -1.79], [-4.04, -0.66, -5.35], [-3.14, -0.13, -4.31], [-3.69, 0.86, -3.33], [-2.13, -1.22, -3.47], [-1.14, -1.70, -4.28], [-0.55, -0.35, -4.89], [-1.73, 0.41, -4.95], [-0.40, -2.26, -3.72], [-1.52, -2.41, -5.01], [0.01, -0.30, -5.82], [0.03, 0.13, -4.10], [-6.07, 2.25, 1.79], [-5.32, 3.10, 2.70], [-5.53, 4.52, 2.66], [-5.36, 2.66, 4.29], [-4.14, 3.07, 4.89], [-3.06, 3.23, 3.80], [-3.67, 2.82, 2.64], [-4.50, 3.99, 5.34], [-3.94, 2.27, 5.60], [-2.19, 2.59, 3.92], [-2.72, 4.26, 3.94]],
  "energy_ha": -3888.51468,
  "homo_lumo_gap_ev": 10.9
}